Record 1
{"formula": "C12H15N3O5", "method": "ωB97M-V/def2-TZVPD", "symbols": ["O", "C", "O", "C", "C", "C", "O", "C", "C", "C", "N", "H", "H", "H", "H", "H", "C", "N", "C", "O", "C", "N", "C", "C", "O", "H", "H", "H", "H", "H", "H", "H", "H", "H", "H"], "xyz": [[1.091897, -4.139307, 2.846368], [0.930532, -3.101910, 2.226230], [-0.288562, -2.569604, 1.983780], [2.101264, -2.385506, 1.722370], [3.435714, -2.767527, 1.854288], [4.202500, -1.738436, 1.190888], [5.503035, -1.445147, 0.897706], [5.414844, -0.253449, 0.182393], [4.107511, 0.176419, 0.034898], [3.361358, -0.829387, 0.712835], [2.060202, -1.175697, 1.005075], [-0.899392, -3.182120, 2.419277], [3.822249, -3.653458, 2.347172], [6.275289, 0.275762, -0.216025], [3.737514, 1.059383, -0.475156], [1.220435, -0.676282, 0.687248], [-0.050580, 3.147842, -1.079147], [-1.106068, 2.190047, -0.756302], [-0.898563, 0.909749, -0.431421], [0.228374, 0.426327, -0.374077], [-2.112371, 0.007714, -0.163568], [-3.255503, 0.193497, -1.073608], [-4.082944, 1.238647, -1.069277], [-5.239574, 1.196921, -2.040682], [-3.929621, 2.208369, -0.338751], [-0.487169, 4.120467, -1.311613], [0.520453, 2.792878, -1.939620], [0.624854, 3.251099, -0.227569], [-2.065331, 2.521284, -0.718302], [-2.443119, 0.201247, 0.857420], [-1.778628, -1.029190, -0.215981], [-3.447916, -0.547212, -1.728730], [-5.845875, 2.091957, -1.903763], [-4.858894, 1.169054, -3.060302], [-5.847917, 0.315567, -1.844056]], "forces_ev_per_a": [[-0.823, 0.615, -0.340], [1.321, -0.970, 0.555], [0.271, 0.023, -0.042], [0.671, 1.278, -0.886], [0.714, 0.247, -0.198], [0.176, -2.557, 1.499], [0.113, 0.890, -0.512], [-1.606, 0.658, -0.266], [1.208, -0.397, 0.132], [-2.669, 1.494, -0.803], [0.112, -0.344, 0.307], [-0.101, 0.020, -0.011], [-0.314, 0.219, -0.085], [0.212, -0.748, 0.444], [0.287, -0.220, 0.109], [0.471, -0.288, 0.071], [0.084, -0.550, 0.201], [-0.745, 0.414, -0.106], [0.422, -0.156, -0.481], [0.094, 0.020, 0.156], [-0.450, 0.598, -0.114], [0.902, -1.038, 0.020], [-0.811, 0.957, -0.008], [0.049, -0.075, 0.137], [0.285, 0.070, 0.274], [-0.077, -0.234, 0.065], [0.022, 0.071, 0.081], [0.041, 0.049, -0.112], [0.114, -0.036, 0.137], [-0.052, 0.014, 0.071], [0.019, 0.215, -0.083], [0.084, 0.044, 0.058], [0.136, -0.125, 0.002], [-0.089, -0.093, -0.099], [-0.074, -0.065, -0.174]], "mulliken_charge": [-0.607, 0.202, -0.353, 0.161, -0.902, 0.550, -0.481, -0.471, -0.715, 0.774, 0.080, 0.324, 0.408, 0.429, 0.444, 0.316, -0.930, -0.087, 0.526, -0.821, -0.557, -0.152, 0.835, -1.240, -0.718, 0.346, 0.287, 0.286, 0.211, 0.208, 0.380, 0.266, 0.322, 0.332, 0.350], "relative_energy_kj_mol": 0.00, "multiplicity": 1, "gap_ha": 0.2990, "charge": 0, "lumo_ev": 0.4}

Record 2
{"formula": "C10H28ClILaNOP2", "method": "ωB97M-V/def2-TZVPD", "symbols": ["C", "I", "H", "H", "H", "La", "P", "C", "C", "H", "H", "H", "H", "H", "H", "C", "H", "H", "H", "P", "C", "C", "H", "H", "H", "C", "H", "H", "H", "H", "H", "H", "Cl", "C", "N", "C", "C", "O", "H", "H", "H", "H", "H", "H", "H"], "xyz": [[0.135931, -0.278303, -3.598947], [-3.590987, 1.304109, -0.769203], [1.175287, -0.164759, -3.932043], [-0.466949, 0.489728, -4.137287], [-0.216933, -1.270587, -3.946443], [-0.797245, 0.045647, -1.280433], [0.110180, 3.027374, -1.043368], [-1.212506, 4.298887, -0.921767], [1.267325, 3.652077, 0.253928], [1.533120, 4.705910, 0.084243], [1.131800, 4.697544, -2.522887], [2.173245, 3.034470, 0.238353], [1.941256, 3.088069, -2.634522], [-1.625779, 4.296884, 0.096147], [0.806765, 3.551085, 1.245507], [0.978811, 3.609807, -2.558266], [-0.834259, 5.301858, -1.173868], [0.375422, 3.348734, -3.437611], [-2.029480, 4.011391, -1.598019], [0.157199, -2.993240, -0.934563], [-1.101109, -4.237101, -0.443390], [1.085011, -3.993666, -2.157411], [2.143731, -2.545564, 0.363917], [1.609302, -4.253121, 0.585205], [0.754020, -2.906540, 1.414542], [1.281094, -3.206653, 0.501420], [1.998200, -3.457556, -2.436026], [1.339847, -4.977827, -1.743973], [-0.654550, -5.236811, -0.342874], [-1.881704, -4.258525, -1.212981], [0.462986, -4.115702, -3.049741], [-1.557767, -3.936466, 0.508047], [1.862592, 0.147802, -0.892503], [0.195787, 1.019049, 3.361387], [-0.753364, -0.103184, 3.331416], [-1.216956, -0.719910, 4.564337], [-1.158629, -0.622519, 2.183452], [-0.758851, -0.168116, 1.069675], [0.324596, 1.296604, 4.413085], [-0.202247, 1.870590, 2.792302], [1.163232, 0.735837, 2.920029], [-2.307496, -0.821516, 4.506442], [-0.799984, -1.732251, 4.688050], [-0.943062, -0.080624, 5.403986], [-1.896901, -1.452926, 2.242636]], "forces_ev_per_a": [[0.870, -0.437, -4.458], [-0.980, 0.660, 0.138], [-0.132, 0.058, 0.872], [-0.027, 0.092, 1.030], [-0.045, 0.105, 1.025], [1.662, -0.749, 1.687], [0.237, 1.701, 0.162], [-0.331, -0.270, 0.016], [-0.031, -0.700, 0.147], [-0.212, -0.338, -0.107], [-0.057, -0.346, 0.056], [-0.133, 0.185, 0.019], [-0.173, 0.191, -0.024], [0.142, 0.110, -0.179], [0.104, 0.079, -0.240], [-0.090, -0.648, -0.127], [-0.204, -0.363, 0.118], [0.187, 0.209, 0.080], [0.168, 0.348, 0.000], [0.305, -1.320, 0.622], [-0.397, 0.283, -0.225], [-0.101, 0.541, -0.426], [-0.061, -0.200, 0.161], [-0.172, 0.343, -0.063], [0.188, -0.093, -0.077], [0.065, 0.611, -0.012], [-0.081, -0.176, -0.020], [-0.108, 0.305, -0.054], [-0.132, 0.347, 0.002], [0.028, -0.223, 0.217], [0.196, -0.130, 0.025], [0.031, -0.166, -0.176], [-0.420, 0.103, -0.291], [0.132, 0.030, -0.011], [-0.123, -0.517, -1.341], [-0.495, -0.548, 0.377], [0.357, 0.801, 0.537], [-0.629, -0.438, 0.261], [0.071, 0.036, -0.414], [0.033, -0.273, 0.215], [-0.334, 0.001, 0.184], [0.236, 0.109, 0.289], [0.063, 0.498, 0.088], [-0.131, -0.243, -0.087], [0.525, 0.433, 0.005]], "mulliken_charge": [-1.197, 0.094, 0.387, 0.450, 0.438, 1.740, 0.421, -1.139, -1.135, 0.405, 0.416, 0.342, 0.341, 0.364, 0.295, -1.172, 0.370, 0.360, 0.312, 0.392, -1.188, -1.237, 0.334, 0.418, 0.283, -1.085, 0.350, 0.436, 0.373, 0.380, 0.389, 0.331, -0.512, -0.679, 0.124, -0.837, -0.180, -0.446, 0.334, 0.198, 0.290, 0.358, 0.339, 0.281, 0.463], "relative_energy_kj_mol": 0.00, "multiplicity": 1, "gap_ha": [0.1544, 0.2207], "charge": 2, "lumo_ev": [-10.7, -9.0]}